Record 1
The following is a DFT calculation (ωB97M-V/def2-TZVPD) of 2 unconnected molecules or ions with the total composition H4O2.

Output
* 2S+1: 1
* SMILES: O.O
* LUMO level: 0.83 eV
* ΔE to the lowest compared entry with this formula, charge and spin: 6.31 kcal/mol
* orbital gap: 12.01 eV

XYZ file:
```
6
Properties=species:S:1:pos:R:3:forces:R:3:mulliken_charge:R:1
H 1.981664 0.577600 -0.144752 2.299 -0.350 0.735 0.312
O 1.085225 0.806783 -0.064669 -0.919 0.420 1.211 -0.647
H -2.012668 -0.599784 0.696038 -1.402 0.577 1.319 0.303
H -0.512183 -0.518151 0.403992 -2.036 -0.801 -0.901 0.366
O -1.403372 -0.886195 0.057297 3.492 0.285 -0.418 -0.658
H 0.861334 0.619747 -0.947906 -1.434 -0.131 -1.946 0.324
```
Positions in Å, forces in eV/Å.


Record 2
The following is a DFT calculation (ωB97M-V/def2-TZVPD) of a molecular structure, C12H17N3NbO6SSe.

Output
* 2S+1: 1
* charge: +1
* LUMO level (spin up / spin down): -4.43 / -4.43 eV
* ΔE to the lowest compared entry with this formula, charge and spin: 4.94 kcal/mol
* orbital gap (spin up / spin down): 7.44 / 7.43 eV

XYZ file:
```
41
Properties=species:S:1:pos:R:3:forces:R:3:mulliken_charge:R:1
H 9.448632 6.857162 8.324589 1.042 -0.820 0.045 0.230
Nb 9.216853 9.809220 8.208175 -0.209 0.326 -1.448 1.366
O 7.902654 8.010721 8.006709 0.191 0.320 0.097 -0.760
H 5.982107 9.192947 8.943579 -0.202 -0.198 -0.004 0.063
H 6.333547 6.735397 6.548379 0.263 -0.887 -0.770 0.284
O 11.845235 7.491849 6.875143 0.053 2.028 1.727 -0.531
N 8.365366 12.755363 10.974051 -1.821 0.603 -1.082 -0.468
O 13.456682 12.029419 9.228824 -0.031 -0.311 0.902 -0.411
N 8.155951 5.920431 6.994884 2.090 -0.190 0.909 0.099
N 7.769528 10.889439 9.563880 0.239 1.369 -0.508 -0.373
C 9.261031 4.888325 6.743460 -1.161 0.169 1.177 -0.797
O 14.219318 12.219355 11.364849 -0.413 -0.969 -0.892 -0.532
O 12.725507 9.421817 9.685890 1.986 0.591 0.740 -0.257
C 5.442336 10.029169 9.380671 0.043 0.180 -0.824 -1.015
H 13.390747 9.902926 7.732515 -0.606 -0.428 0.402 0.288
H 6.901747 5.417495 5.376889 0.082 0.090 -0.620 0.357
H 13.184264 12.941976 9.399369 0.259 0.230 -0.128 0.318
C 7.020728 12.919555 11.207176 1.003 0.747 -0.099 -0.089
H 14.097557 9.557079 11.349716 -0.559 0.060 -0.359 0.329
H 13.918886 8.291801 8.296064 -1.293 0.901 0.342 0.386
H 9.779651 5.107693 5.833942 0.396 0.631 -0.447 0.313
C 11.832944 8.336638 7.759358 0.385 -1.912 -1.004 0.351
C 13.049495 9.047744 8.372096 0.873 -0.939 -1.077 -0.224
H 4.739284 9.674207 10.138461 0.355 0.138 0.148 0.394
C 6.838742 5.745547 6.391786 -0.661 1.671 1.684 -0.869
H 8.795497 3.893600 6.535656 0.379 0.699 0.963 0.357
C 6.452034 11.031534 9.878703 0.382 -1.196 -0.571 1.064
O 10.673870 8.605116 8.443148 -0.164 0.862 -0.317 -0.623
Se 9.294683 10.503171 6.028381 -0.060 -0.546 1.489 -0.243
S 10.186522 11.889649 9.210169 -0.286 -0.795 0.017 -0.437
H 9.956209 4.991097 7.633450 -0.791 -0.798 -1.285 0.299
H 5.005413 12.129047 10.983342 0.878 0.348 -0.655 0.350
C 13.928036 9.967954 10.344656 0.310 0.400 -0.680 -0.377
H 6.242648 5.039808 6.984495 0.353 -0.120 -0.175 0.337
C 6.058906 12.095358 10.626086 -1.039 0.743 1.850 -0.696
C 13.894980 11.529409 10.431877 -0.153 -0.186 -0.259 0.486
H 6.708136 13.834911 11.804700 0.621 -1.561 -0.420 0.354
C 8.642011 11.906558 9.983100 -0.855 -1.116 1.324 0.667
C 8.530222 6.917933 7.800325 -1.694 -0.236 -1.300 0.395
H 14.839586 9.704659 9.735063 -0.821 0.253 0.570 0.312
H 4.800832 10.474985 8.580198 0.636 -0.152 0.537 0.303
```
Positions in Å, forces in eV/Å.


Record 3
The following is a DFT calculation (ωB97M-V/def2-TZVPD) of 3 unconnected molecules or ions with the total composition C33H46BF7N10O10S.

Output
* 2S+1: 1
* SMILES: CCN[C@](CCC(=O)O)(O[C@@](CNC)(OC#N)[C@@H](N=C=S)O[C@@](C)(CC(N)(N)N)C(F)(F)C(F)(F)C(F)(F)F)B(O)N(C)C.O=[N+]([O-])c1ccccc1.O=[N+]([O-])c1ccccc1
* LUMO level: -0.68 eV
* orbital gap: 7.99 eV

XYZ file:
```
108
Properties=species:S:1:pos:R:3:forces:R:3:mulliken_charge:R:1
N -3.664307 0.688763 2.423439 0.953 -0.500 -0.847 -0.483
C -0.840127 3.092514 -1.917561 0.425 1.223 -0.794 1.090
H -3.793736 -5.989490 1.337783 0.182 -0.012 0.024 0.441
H -3.548789 3.544093 0.957253 0.134 -0.470 0.145 0.568
O -2.738372 -1.508459 -7.166384 -0.024 0.185 0.149 -0.607
O 1.300779 0.000684 3.040976 1.203 -0.059 -0.516 -0.187
C -2.781197 2.944551 1.473378 0.552 -0.029 -0.186 -1.728
S 1.603617 4.450318 2.532129 -1.001 0.270 -0.363 -0.324
C -1.725685 2.210920 -8.575797 -0.026 0.063 0.149 -0.376
H -0.676855 -8.014784 -0.814313 -0.002 0.108 0.146 0.441
F -3.115397 3.366502 -1.399047 -0.213 -0.291 0.074 -0.347
H -2.824986 1.664743 -4.914123 0.013 -0.148 -0.064 0.514
F -0.380076 1.853123 -2.093499 -0.221 -0.479 0.618 -0.234
N -2.834864 2.324563 3.916607 0.217 -0.205 -0.631 -0.569
C 0.065380 -3.165468 1.582980 -0.407 -0.550 0.429 -1.249
F -1.713777 4.561262 -0.303674 0.449 0.097 -0.104 -0.372
N 3.920831 1.161297 3.759636 1.113 0.618 -0.024 -0.181
H 5.715164 2.056649 4.603910 -0.108 -0.346 0.055 0.421
H -3.870847 0.208232 3.291457 0.079 0.393 0.083 0.265
C -2.516430 1.812288 -5.939589 -0.050 0.063 0.269 -0.340
C 0.416860 4.039908 -1.847856 0.220 -1.450 -1.132 0.288
N -1.149504 -6.462563 1.326727 0.180 0.049 0.199 1.026
H -4.709500 -8.172384 -2.220799 0.024 0.007 0.028 0.374
H 2.359152 0.797687 -1.462975 0.258 -0.012 0.683 -0.051
H 3.765818 3.100150 -2.004019 -0.093 -0.293 -0.278 0.263
C 0.944708 0.361492 1.706837 -3.001 0.553 -2.239 1.209
F 1.247583 3.581939 -2.801220 0.067 -0.116 -0.357 -0.293
C 0.506482 3.312938 2.643424 3.147 1.983 0.852 0.518
C 0.350498 -0.830569 0.847462 0.485 -0.863 0.345 -2.420
O 4.945835 -3.758649 2.710085 -0.412 0.493 0.721 -0.542
H 5.486913 0.254913 4.912295 -0.075 0.494 0.071 0.320
H -4.405533 0.449682 1.772715 0.215 0.152 -0.026 0.217
C -2.596664 1.012398 -0.302085 -0.710 0.458 0.900 -1.478
N -4.834961 2.756298 2.775220 0.397 -0.209 -0.762 -0.902
H -2.046911 0.112508 -8.842604 -0.046 -0.077 0.158 0.440
H -2.187082 3.911740 -5.682232 -0.004 -0.058 0.015 0.427
C 3.743512 2.106227 -2.470756 -0.089 -0.912 0.418 -1.454
H -5.437500 -6.774185 -0.318568 0.041 0.005 0.029 0.369
C -0.297815 1.346662 1.853794 -0.471 0.291 0.358 -1.512
O -1.553527 -5.784561 2.254061 0.047 -0.143 -0.173 -0.582
C -3.467208 2.134118 2.592607 -2.183 -0.116 2.308 0.780
C -2.158722 3.078859 -6.372586 0.031 0.026 -0.127 -0.425
O 4.793246 -3.090915 0.620612 0.528 -0.456 -2.716 -0.493
H 2.953647 2.048164 -3.231707 0.485 0.215 0.060 0.339
C 3.291686 2.183625 4.621360 -0.046 0.090 0.295 -0.920
C 5.351607 1.094574 4.212533 0.112 -0.638 -0.842 -1.338
N 3.842672 1.568176 -0.074142 -1.508 -0.645 -0.095 -0.271
H 4.552188 -1.125069 2.981127 -0.468 0.192 -0.170 0.063
O 0.017825 -6.759058 1.145741 -0.222 0.071 0.026 -0.598
H -5.294071 2.213867 3.508986 0.155 0.161 -0.012 0.331
B 4.026620 1.601387 2.343938 -0.801 0.441 0.981 0.568
H -1.418116 2.368925 -9.601274 -0.016 -0.044 0.025 0.377
H -0.507127 -3.680370 0.786324 0.284 0.247 0.112 0.355
H -1.476531 4.268931 -8.021473 -0.017 -0.032 0.011 0.380
N -2.822413 -0.594275 -6.367333 -0.073 -0.236 0.083 1.033
H -1.210664 0.778234 2.093796 0.448 0.066 0.239 0.927
C -4.394999 -7.045008 -0.423277 0.101 -0.077 -0.088 -0.485
N -0.010878 2.296235 2.961984 -1.564 -2.052 -1.032 -0.204
H 0.600014 -3.940322 2.157922 -0.070 0.273 -0.346 0.351
O 4.785522 2.744470 2.109064 -0.917 -0.303 0.207 -0.492
O 1.865627 1.087094 0.984202 0.732 -0.398 1.509 0.668
H -0.686844 -2.766280 2.280362 0.410 0.108 -0.235 0.314
H -3.526318 2.650952 4.581889 0.149 -0.033 -0.089 0.295
C -1.761077 3.278605 -7.687619 0.001 -0.009 -0.024 -0.520
H -2.251801 0.065382 0.121103 0.087 0.293 -0.270 0.252
H 1.390257 -2.510379 0.239906 0.179 0.371 0.097 0.378
H 5.997617 0.863093 3.339198 -0.124 0.023 0.430 0.420
H 4.254390 3.368152 1.586908 0.491 -0.321 -0.520 0.290
H 3.627420 1.983111 5.653651 -0.492 -0.025 -0.277 0.404
F 1.071655 3.951924 -0.723360 0.010 0.432 0.963 -0.053
C -1.905459 3.310256 -0.800692 0.204 -0.170 0.835 0.223
H 2.954921 -1.860019 2.635132 0.152 0.423 -0.054 -0.213
C 3.768937 -0.645719 0.928882 -0.188 -0.084 1.173 -1.434
H -2.146038 3.700364 1.956717 -0.273 -0.334 0.014 0.289
H -0.716745 -0.959054 1.096721 0.364 0.314 -0.112 0.276
C -2.467315 0.754283 -6.831237 0.104 0.350 -0.125 0.086
H 4.791148 -0.564243 0.520943 -0.374 0.042 0.129 0.998
H 4.017449 0.133170 -1.694712 -0.480 0.007 0.484 0.238
C -3.984804 -7.832084 -1.491364 -0.018 -0.012 -0.016 -0.382
H 0.437717 -0.555765 -0.214987 -0.076 0.268 0.437 0.355
F 0.136649 5.271781 -2.196858 -0.430 0.879 0.537 -0.278
C 0.387635 -0.634144 3.674891 2.414 1.767 -1.636 0.794
C -1.922571 2.262632 0.372124 -0.887 0.037 -1.671 1.921
C -2.079476 0.940371 -8.148159 0.057 -0.104 -0.245 -0.389
C -2.648205 -8.183088 -1.627906 -0.127 0.070 0.066 -0.460
H 4.718030 1.881225 -2.933015 -0.322 0.290 0.090 0.402
N -0.444020 -1.094696 4.273140 -2.856 -1.784 2.072 -0.757
H 4.259801 -4.439526 2.767595 0.227 0.056 -0.099 0.354
H -2.556783 1.041445 -1.395645 0.355 -0.246 0.335 0.334
H -2.431784 1.450566 4.244277 0.115 0.268 0.045 0.256
O -3.177014 -0.719311 -5.208271 0.071 0.034 -0.221 -0.610
F -1.424767 3.436508 -3.097912 -0.142 0.008 -0.034 -0.344
C 3.429649 1.015231 -1.368533 0.789 1.193 -1.708 0.063
H 3.218377 -1.223282 0.177603 -0.056 0.438 0.134 0.267
C 4.588890 -2.831550 1.741912 -0.996 0.469 1.847 0.335
N 0.986857 -2.130969 1.089079 -0.498 -0.262 0.052 0.333
C 3.899245 -1.521999 2.192117 1.043 -1.345 -0.213 0.468
O -0.543396 2.076290 0.663695 -0.009 -0.725 0.382 -0.215
H -2.331852 -8.798813 -2.459616 0.026 0.021 0.039 0.372
C 3.274241 0.827778 1.105551 2.485 0.295 -1.289 0.160
H 3.629407 3.216873 4.398439 -0.067 -0.403 -0.062 0.252
H 4.855946 1.512823 -0.047365 -0.126 0.177 0.298 0.330
H 2.194405 2.159751 4.556846 0.342 -0.114 0.083 0.059
C -1.716646 -7.741152 -0.701470 0.213 -0.118 -0.132 -0.321
H -5.345090 2.470003 1.934839 -0.089 0.494 0.111 0.345
C -3.469080 -6.601959 0.508196 -0.185 0.144 0.138 -0.296
C -2.137309 -6.950817 0.355270 -0.259 -0.114 -0.269 0.120
H -3.664813 1.086684 -0.041684 0.344 -0.141 -0.343 0.383
```
Positions in Å, forces in eV/Å.


Record 4
The following is a DFT calculation (ωB97M-V/def2-TZVPD) of C4H12NO2P in the gas phase.

Output
* 2S+1: 1
* SMILES: CCP(=O)(CC)NO
* LUMO level: 0.67 eV
* ΔE to the lowest compared entry with this formula, charge and spin: 70.81 kcal/mol
* orbital gap: 9.63 eV

XYZ file:
```
20
Properties=species:S:1:pos:R:3:forces:R:3:mulliken_charge:R:1
O 2.693821 -1.279258 0.382547 1.838 0.144 -0.081 -0.457
H 2.698389 -1.457868 -0.584392 -0.720 -0.062 0.572 0.386
H 1.433805 -1.314535 1.841184 -0.102 0.039 -0.047 0.259
H 0.783808 1.547028 1.170107 -1.634 -1.263 -1.655 0.292
P 0.357131 -0.625155 -0.129100 3.054 -2.800 -4.534 0.877
H 1.581435 1.399873 -1.800900 -0.572 -0.634 -1.310 0.414
N 1.387553 -1.490375 0.844689 0.324 -0.389 0.738 -0.313
H -3.196605 -1.263255 0.299223 -2.046 -0.420 0.554 0.391
H 2.436990 1.491829 -0.326437 0.138 -0.249 -0.113 0.330
H -0.605177 1.440719 -0.179162 0.052 0.655 0.454 0.270
H -2.381034 -0.877160 -1.244073 -0.427 -1.182 -0.795 0.397
O 0.948365 -1.063610 -1.567999 -2.559 1.888 3.855 -0.875
C 1.481001 1.707869 -0.804688 0.799 -1.189 1.960 -1.422
H -1.049580 -2.536986 0.280199 0.018 2.182 0.110 0.287
C -2.400086 -0.808381 -0.175003 2.135 1.178 -1.516 -1.389
H 1.405345 2.724190 -0.706795 -0.243 2.797 -0.279 0.470
H -2.372324 0.276261 -0.190613 -0.493 0.361 1.208 0.332
H -1.187257 -1.165618 1.527361 0.342 -0.456 -1.121 0.291
C -1.129069 -1.379884 0.405683 -1.063 -1.353 1.637 -0.282
C 0.395401 1.136807 0.135312 1.158 0.754 0.364 -0.256
```
Positions in Å, forces in eV/Å.


Record 5
The following is a DFT calculation (ωB97M-V/def2-TZVPD) of a molecular structure, C5H9NO2.

Output
* 2S+1: 1
* LUMO level: 0.53 eV
* ΔE to the lowest compared entry with this formula, charge and spin: 191.15 kcal/mol
* orbital gap: 9.70 eV

XYZ file:
```
17
Properties=species:S:1:pos:R:3:forces:R:3:mulliken_charge:R:1
C -0.430194 -0.335160 0.122472 1.483 -4.418 3.131 0.176
H 0.517595 -2.075259 -0.773749 0.823 1.742 2.771 0.213
C -0.421479 1.008522 0.942846 3.159 -4.486 0.715 -0.544
H 0.617232 0.488259 -1.362168 3.321 0.669 1.955 0.470
H -0.118199 2.502361 0.055435 -2.832 -2.085 -2.218 0.383
H -2.223776 -0.150200 -1.207870 0.062 0.837 0.957 0.334
H -1.595570 -1.679942 -1.470837 -0.041 1.831 3.656 0.231
N 2.487730 0.363724 -0.270104 -2.004 -3.517 3.802 -0.267
C 0.657294 -1.247787 0.128776 -2.257 2.024 -2.791 -0.168
O -0.775364 1.674181 -0.164900 1.583 8.168 -0.183 -0.501
O 1.525782 0.980789 -0.992391 -1.207 0.220 -2.835 -0.317
H 0.620779 1.308980 1.432948 -1.626 -0.882 -1.545 0.284
C 2.006537 -0.663063 0.506559 0.667 -0.218 -0.712 -0.087
H -1.018847 1.031390 1.811650 -1.717 0.035 0.683 0.381
H 2.506867 -1.229052 1.466997 -0.271 1.933 -3.064 0.254
H -2.598007 -1.174521 0.231942 1.616 0.487 -0.800 0.239
C -1.758376 -0.803216 -0.457612 -0.759 -2.342 -3.521 -1.084
```
Positions in Å, forces in eV/Å.


Record 6
The following is a DFT calculation (ωB97M-V/def2-TZVPD) of 2 unconnected molecules or ions with the total composition C3H11N2O2.

Output
* 2S+1: 1
* charge: -1
* LUMO level: 4.17 eV
* ΔE to the lowest compared entry with this formula, charge and spin: 21.98 kcal/mol
* orbital gap: 7.12 eV

XYZ file:
```
18
Properties=species:S:1:pos:R:3:forces:R:3:mulliken_charge:R:1
C 0.412671 1.639615 1.697369 -0.160 -1.294 -0.245 -0.462
H -0.845358 -2.379981 -1.125653 -0.163 -0.230 0.124 0.291
O 0.134784 0.699155 0.757239 0.381 0.874 0.983 -0.604
C -1.005552 0.070768 -1.747079 -0.212 -1.225 -1.420 -0.654
N 0.243691 -0.670657 -1.480205 -0.179 0.004 0.428 -0.621
H 0.619565 1.184574 2.718493 0.170 0.090 -0.341 0.186
H 1.526301 -2.477610 -1.487776 -0.170 0.035 0.425 0.319
N -0.728802 2.558119 1.869588 -0.145 0.941 -0.072 -0.662
O 1.163176 -2.599968 -0.592504 -0.330 -0.141 -0.054 -0.540
H -1.331981 0.534061 -0.816242 -0.281 0.259 -0.235 0.200
H 1.290379 2.269366 1.442043 0.086 0.071 0.064 0.193
H 0.816635 -0.054797 -0.860303 -0.744 -0.233 -0.339 0.411
H -1.770836 -0.681741 -2.175881 0.884 1.038 0.779 0.289
H -0.335688 -1.528164 0.429393 0.520 -0.381 -1.179 0.174
H -0.707794 3.005693 2.790851 -0.358 -0.378 -0.313 0.202
H -1.580373 2.030282 1.695802 0.187 0.037 0.378 0.197
H -0.838417 0.784080 -2.589061 -0.085 -0.175 0.843 0.214
C -0.045509 -1.825633 -0.627827 0.598 0.709 0.176 -0.132
```
Positions in Å, forces in eV/Å.


| no. | E (a.u.) |
| --- | --- |
| 1 | -152.86488 |
| 2 | -3939.62968 |
| 3 | -3706.87980 |
| 4 | -706.12677 |
| 5 | -400.87215 |
| 6 | -380.86481 |